Entry 1:
C32H72N7O9P2 | ωB97M-V with the def2-TZVPD basis set

Results
Net charge: +1
E_tot, eV: -81782.76239

```
122
Properties=species:S:1:pos:R:3:forces:R:3:mulliken_charge:R:1
C 0.079 2.304 0.341 0.8 1.1 -0.2 1.33
C 0.874 2.500 -0.548 0.2 -0.7 -0.8 -1.80
P 2.165 2.404 -1.734 -0.5 0.0 0.9 0.29
C 3.362 1.108 -1.306 0.1 -0.9 -0.5 -0.92
C 2.883 -0.236 -1.948 0.1 0.6 0.8 -0.89
C 1.600 -0.761 -1.281 0.0 -0.8 -0.7 0.50
C 0.527 -1.236 -2.268 -0.6 0.4 0.1 -1.29
C -0.395 -0.130 -2.859 -0.1 -0.6 -0.3 0.54
C -1.876 -0.506 -2.675 0.2 0.1 -0.4 -0.38
C -2.842 0.585 -3.144 0.0 0.2 -0.1 -1.13
C -2.889 1.849 -2.276 0.0 -0.3 0.3 -0.07
C -3.346 1.614 -0.830 -0.4 0.2 -0.1 -0.76
P 3.080 4.462 -1.807 0.7 1.6 -0.3 0.27
O 1.881 5.319 -2.536 0.3 -1.4 0.4 -0.41
O 2.920 4.919 -0.227 -0.2 -1.0 -0.8 -0.39
H -0.431 2.313 1.282 -0.4 -0.1 0.2 0.51
H 1.657 2.085 -3.013 0.0 0.1 0.3 0.18
H 3.476 0.988 -0.227 -0.3 0.3 0.1 0.46
H 4.366 1.321 -1.685 -0.2 0.5 -0.2 0.51
H 3.697 -0.932 -1.748 0.0 -0.1 -0.3 0.28
H 2.810 -0.117 -3.030 -0.1 -0.1 0.0 0.46
H 1.162 -0.051 -0.579 0.1 0.0 -0.2 -0.70
H 1.878 -1.637 -0.689 0.1 0.1 0.1 0.58
H -0.116 -1.930 -1.718 0.0 0.0 0.0 0.60
H 0.931 -1.809 -3.105 0.4 0.0 0.2 0.41
H -0.192 0.874 -2.477 0.0 -0.1 0.3 -0.68
H -0.233 -0.089 -3.943 0.1 0.2 0.1 0.33
H -2.039 -1.376 -3.323 0.0 -0.1 0.2 0.38
H -2.045 -0.852 -1.653 -0.2 0.3 0.1 0.13
H -3.849 0.183 -3.271 0.0 0.0 0.2 0.40
H -2.519 0.893 -4.148 -0.1 -0.1 0.0 0.33
H -1.889 2.303 -2.280 -0.1 0.1 0.0 -0.07
H -3.582 2.564 -2.722 0.2 0.1 -0.2 0.41
H -2.838 2.293 -0.138 0.0 -0.1 0.0 0.25
H -4.412 1.835 -0.749 0.0 0.0 0.0 0.27
H -3.224 0.593 -0.474 0.2 0.2 -0.1 0.13
H 1.070 4.791 -2.528 -0.5 0.7 0.0 0.37
H 2.945 4.120 0.321 -0.1 0.4 0.5 0.35
C -0.212 -0.553 1.689 0.0 -0.3 0.1 0.68
C -1.542 -1.254 1.566 -0.2 0.0 -0.1 0.49
O -2.468 -0.737 0.953 0.1 -0.2 0.1 -0.66
N -1.683 -2.465 2.150 0.2 0.3 -0.1 -0.11
C -0.700 -3.223 2.909 -0.3 -0.1 -0.1 -0.82
H -0.267 0.397 1.167 -0.1 -0.4 0.1 -1.57
H 0.022 -0.357 2.734 0.1 0.0 0.0 0.61
H 0.577 -1.156 1.236 0.0 0.0 0.2 0.43
H -2.599 -2.867 2.025 0.0 0.0 0.0 0.24
H -0.546 -4.182 2.420 0.1 -0.1 0.2 0.16
H -1.089 -3.401 3.911 0.2 -0.1 0.0 0.29
H 0.246 -2.695 2.980 -0.1 0.1 0.0 0.37
C -0.952 2.427 5.477 0.1 -0.1 -0.1 -1.48
C -0.561 2.931 4.112 -0.1 0.3 0.1 0.88
O -0.015 2.203 3.287 0.0 0.0 -0.2 -0.62
N -0.834 4.225 3.820 0.1 -0.5 0.3 -0.06
C -1.473 5.222 4.665 0.1 0.1 -0.5 -0.94
H -0.671 1.382 5.562 0.0 0.0 -0.1 0.30
H -0.433 2.991 6.253 -0.1 0.0 0.0 0.40
H -2.030 2.511 5.617 0.0 0.1 0.1 0.40
H -0.548 4.500 2.895 0.0 0.1 0.0 0.17
H -2.374 5.582 4.166 -0.1 0.1 0.2 0.34
H -0.787 6.060 4.800 -0.1 0.0 0.1 0.28
H -1.739 4.816 5.634 0.0 -0.1 0.0 0.34
C -7.824 2.410 -2.278 0.0 0.0 0.0 -1.39
C -7.390 1.049 -1.791 0.1 -0.2 0.0 0.82
O -6.406 0.483 -2.241 0.0 0.1 -0.1 -0.60
N -8.137 0.460 -0.821 0.0 0.3 -0.1 -0.17
C -9.329 0.971 -0.169 0.2 -0.5 0.1 -0.85
H -7.133 2.746 -3.046 0.0 -0.1 0.0 0.27
H -8.825 2.360 -2.708 0.0 0.1 0.1 0.44
H -7.810 3.130 -1.458 -0.1 0.0 0.0 0.38
H -7.791 -0.445 -0.544 0.0 0.0 0.0 0.23
H -9.146 1.043 0.905 -0.2 0.1 0.0 0.28
H -10.155 0.277 -0.336 -0.1 0.1 0.0 0.29
H -9.604 1.949 -0.549 0.0 0.0 0.0 0.32
C -3.547 10.146 2.891 0.0 0.0 0.0 -1.28
C -3.342 9.165 4.019 -0.1 -0.1 0.1 0.82
O -4.189 8.343 4.328 0.0 -0.1 -0.1 -0.64
N -2.164 9.220 4.698 0.0 0.1 -0.3 -0.15
C -1.041 10.116 4.483 0.0 -0.4 0.4 -0.84
H -4.526 9.977 2.452 0.0 -0.1 0.1 0.30
H -3.506 11.170 3.264 0.1 0.0 -0.1 0.37
H -2.790 10.002 2.119 0.0 0.1 0.0 0.34
H -2.098 8.538 5.437 0.0 0.1 0.1 0.21
H -0.150 9.527 4.258 0.1 0.2 -0.1 0.27
H -0.858 10.687 5.395 0.1 0.1 -0.1 0.31
H -1.229 10.803 3.665 -0.1 0.0 0.0 0.31
C -3.739 -7.126 2.156 0.0 0.0 0.1 -1.37
C -2.306 -6.696 1.961 0.1 0.0 0.1 0.82
O -1.646 -6.212 2.870 -0.1 0.0 -0.1 -0.63
N -1.760 -6.863 0.729 -0.3 0.0 0.1 -0.13
C -2.381 -7.415 -0.463 0.5 0.2 0.0 -0.86
H -4.029 -6.930 3.183 0.1 0.0 0.0 0.30
H -4.398 -6.562 1.494 0.0 -0.1 -0.1 0.37
H -3.845 -8.194 1.962 -0.1 0.0 -0.1 0.39
H -0.802 -6.557 0.669 0.0 0.0 0.0 0.22
H -1.814 -8.286 -0.791 -0.2 -0.1 -0.1 0.29
H -2.362 -6.665 -1.256 -0.1 -0.1 -0.1 0.28
H -3.408 -7.708 -0.277 0.0 0.0 0.1 0.33
C 6.206 -1.622 -3.898 -0.1 0.1 0.0 -1.36
C 4.992 -2.432 -4.283 -0.2 0.0 -0.1 0.79
O 3.946 -1.905 -4.649 0.0 0.2 0.1 -0.66
N 5.094 -3.778 -4.212 0.1 0.2 0.1 -0.13
C 6.248 -4.565 -3.802 -0.6 -0.2 -0.3 -0.75
H 5.974 -0.565 -4.007 -0.1 0.0 -0.1 0.27
H 6.481 -1.816 -2.860 0.2 -0.1 -0.1 0.37
H 7.046 -1.860 -4.551 0.1 0.0 0.1 0.47
H 4.252 -4.261 -4.482 0.0 0.0 0.0 0.24
H 6.535 -5.223 -4.625 0.1 0.0 0.1 0.27
H 5.970 -5.175 -2.943 0.2 0.0 0.1 0.26
H 7.088 -3.940 -3.533 0.0 0.0 0.1 0.26
C 8.561 -5.635 0.254 0.0 0.1 0.0 -1.37
C 8.743 -5.403 -1.226 0.0 0.1 -0.1 0.84
O 8.377 -4.369 -1.770 0.1 0.0 0.2 -0.64
N 9.332 -6.386 -1.950 -0.1 0.0 0.3 -0.15
C 9.828 -7.671 -1.486 0.0 0.2 -0.5 -0.87
H 8.080 -4.766 0.690 0.0 0.0 -0.1 0.29
H 7.929 -6.507 0.427 0.1 -0.1 0.1 0.37
H 9.528 -5.777 0.737 0.0 -0.1 0.0 0.39
H 9.423 -6.165 -2.929 0.1 0.0 0.0 0.23
H 10.893 -7.743 -1.708 0.0 -0.1 0.1 0.30
H 9.306 -8.468 -2.018 0.1 -0.1 0.1 0.29
H 9.677 -7.796 -0.420 0.0 0.1 0.0 0.33
```
Forces are in eV/Å.

***

Entry 2:
C32H73N4O | ωB97M-V with the def2-TZVPD basis set

Results
Energy relative to the best compared isomer or geometry (same formula, charge and spin), kJ/mol: 0.0
Net charge: +3

```
110
Properties=species:S:1:pos:R:3:forces:R:3:mulliken_charge:R:1
O -5.625 24.557 22.692 0.0 -0.1 0.0 0.34
H -5.078 25.225 22.273 0.1 0.2 0.0 -1.13
C -3.605 25.387 14.928 -0.9 -0.3 -0.4 -1.48
C -3.846 25.475 16.429 0.3 0.6 0.4 -0.08
C -5.311 25.392 16.859 0.6 -0.3 -0.2 -0.75
N -5.550 25.624 18.326 0.3 0.2 1.1 0.68
C -4.895 24.535 19.154 -0.6 0.1 -0.8 -1.40
C -7.046 25.675 18.617 -0.4 -0.7 -0.2 -0.43
C -7.337 26.993 19.308 -0.2 0.8 0.3 -0.72
C -6.019 27.368 19.970 0.9 -0.4 -0.2 0.90
C -5.025 26.934 18.885 0.2 0.3 -0.5 -1.31
H -3.896 24.424 14.502 -0.1 0.0 0.2 0.36
H -2.566 25.527 14.646 0.0 0.2 0.2 0.39
H -4.229 26.147 14.451 0.3 0.0 -0.2 0.37
H -3.500 26.476 16.713 0.3 -0.2 0.3 0.29
H -3.254 24.712 16.938 0.0 0.1 0.0 0.25
H -5.662 24.376 16.675 -0.4 0.2 -0.2 0.38
H -5.905 26.151 16.354 -0.1 -0.2 -0.2 0.54
H -4.992 24.762 20.213 -0.1 -0.1 0.0 0.49
H -3.862 24.464 18.828 0.0 -0.1 0.2 0.26
H -5.441 23.629 18.898 0.2 -0.2 0.2 0.40
H -7.267 24.790 19.214 0.0 0.2 0.3 0.07
H -7.605 25.520 17.696 0.2 0.2 -0.1 0.45
H -8.168 26.949 20.011 0.0 -0.3 0.0 0.42
H -7.613 27.796 18.622 0.0 -0.3 -0.3 0.39
H -5.889 26.843 20.920 0.1 -0.2 -0.1 -1.00
H -5.821 28.423 20.152 -0.5 0.1 0.0 0.64
H -3.978 26.798 19.146 -0.1 0.0 0.3 0.43
H -5.032 27.682 18.090 -0.2 -0.1 -0.1 0.58
C -2.392 20.560 22.424 -0.4 0.1 -0.5 -1.45
C -1.974 21.889 23.061 -0.3 -0.4 -0.5 -0.21
C -2.248 23.084 22.154 0.2 0.4 0.8 -0.18
N -1.615 24.346 22.680 0.3 1.2 1.2 0.62
C -2.080 24.663 24.088 -0.1 -0.3 -0.5 -1.04
C -1.957 25.552 21.822 0.2 -0.5 -0.7 0.12
C -0.827 26.509 22.051 0.5 0.3 -0.8 -0.62
C 0.387 25.586 21.933 -0.3 -0.1 1.1 -0.84
C -0.079 24.325 22.684 0.3 0.0 -0.5 -0.42
H -2.257 19.752 23.138 0.3 -0.1 -0.2 0.41
H -1.870 20.378 21.483 0.4 -0.2 0.3 0.47
H -3.443 20.511 22.115 -0.1 0.3 0.3 0.13
H -0.904 21.819 23.258 0.0 0.1 0.2 0.52
H -2.520 21.977 24.000 0.1 0.2 0.1 0.15
H -3.311 23.348 22.141 -0.1 -0.3 -0.5 -0.29
H -1.774 22.965 21.180 -0.4 -0.2 -0.2 0.59
H -1.790 23.837 24.730 -0.2 0.0 0.1 0.42
H -3.156 24.819 24.010 -0.1 -0.2 0.3 -0.02
H -1.577 25.551 24.460 0.0 0.1 -0.2 0.55
H -2.968 25.939 21.938 0.0 -0.3 0.5 -0.33
H -1.868 25.163 20.802 -0.1 0.2 -0.1 0.21
H -0.838 27.018 23.013 -0.2 0.0 0.0 0.34
H -0.788 27.269 21.269 -0.2 0.1 0.1 0.41
H 1.209 26.039 22.482 0.4 -0.2 -0.4 0.38
H 0.649 25.333 20.910 0.1 0.3 -0.1 0.33
H 0.283 24.342 23.707 -0.2 -0.2 0.1 0.34
H 0.262 23.420 22.187 -0.1 -0.1 0.1 0.42
C -5.133 25.604 27.750 0.3 0.0 0.2 -1.74
C -6.160 25.411 26.627 0.7 -0.6 0.4 1.28
C -7.138 26.572 26.603 0.1 0.2 -0.3 -1.18
N -7.643 26.925 25.227 0.1 -0.6 -0.1 0.39
C -8.211 25.697 24.563 0.3 0.6 0.2 -0.86
C -8.653 28.055 25.271 0.2 -0.1 0.2 -0.59
C -8.446 28.843 23.977 0.1 0.4 -0.5 -0.86
C -7.289 28.157 23.259 0.7 0.2 -0.6 -0.39
C -6.517 27.438 24.349 -0.9 0.0 -0.7 -0.05
H -5.580 25.517 28.740 -0.1 0.1 0.0 0.39
H -4.616 26.564 27.688 -0.2 0.1 0.0 0.46
H -4.332 24.864 27.712 -0.2 -0.2 -0.1 0.37
H -6.647 24.447 26.787 -0.3 0.2 0.0 0.14
H -5.603 25.280 25.695 -0.2 0.3 -0.2 -0.70
H -6.604 27.457 26.952 -0.3 0.1 0.1 0.46
H -8.022 26.412 27.218 0.1 -0.1 0.1 0.47
H -8.931 25.234 25.233 0.1 -0.1 0.1 0.42
H -7.339 25.089 24.326 -0.3 -0.3 -0.1 -0.13
H -8.717 26.002 23.651 0.0 0.0 0.0 0.60
H -9.657 27.661 25.413 0.1 -0.2 0.0 0.33
H -8.385 28.609 26.169 -0.1 0.3 -0.2 0.46
H -9.273 28.865 23.270 -0.4 0.0 0.5 0.38
H -8.202 29.877 24.218 0.0 0.0 0.0 0.35
H -7.640 27.482 22.474 -0.1 -0.3 0.3 -0.04
H -6.632 28.827 22.700 -0.1 0.3 0.3 0.74
H -5.965 26.596 23.928 0.3 0.0 0.4 -0.36
H -5.937 28.157 24.924 0.2 -0.2 0.1 0.50
C -5.258 21.755 26.314 -0.7 0.7 0.5 -1.37
C -6.467 21.868 25.403 0.2 -0.3 -1.1 0.34
C -6.036 21.656 23.953 -0.2 -0.1 -0.1 -0.34
N -7.194 21.592 22.980 0.5 -0.5 -1.4 0.74
C -8.172 22.722 23.006 -0.4 -0.5 1.2 -0.85
C -7.856 20.228 23.073 -0.7 -1.1 0.4 -0.55
C -7.831 19.526 21.703 0.0 0.4 -0.4 -0.84
C -7.570 20.666 20.744 1.2 0.8 -0.3 -0.62
C -6.624 21.566 21.543 -0.4 -0.1 0.7 -0.05
H -4.936 20.724 26.436 0.3 0.0 -0.2 0.44
H -5.584 22.112 27.295 0.3 -0.1 0.1 0.46
H -4.466 22.427 25.980 0.2 -0.2 0.0 0.16
H -6.963 22.837 25.467 0.1 0.0 0.3 -0.20
H -7.176 21.080 25.666 -0.2 0.2 0.1 0.38
H -5.556 20.680 23.858 0.0 0.0 0.0 0.64
H -5.347 22.394 23.535 -0.2 0.4 0.4 -0.54
H -8.442 22.928 24.041 -0.1 -0.3 0.0 0.50
H -9.058 22.327 22.519 -0.1 0.5 -0.3 0.57
H -7.750 23.647 22.619 0.3 -0.3 -0.4 -0.16
H -8.885 20.312 23.419 0.1 0.3 0.1 0.43
H -7.335 19.603 23.792 0.1 0.3 0.2 0.35
H -8.768 19.032 21.459 0.0 -0.1 0.3 0.37
H -7.030 18.797 21.591 0.0 0.0 0.4 0.33
H -8.482 21.162 20.416 0.1 0.1 0.0 0.35
H -6.965 20.384 19.880 -0.5 -0.3 -0.2 0.47
H -6.490 22.601 21.237 0.1 0.0 0.0 -0.13
H -5.659 21.078 21.676 0.1 0.0 -0.4 -0.01
```
Forces are in eV/Å.